ORCA calculation (the ωB97M-V functional and the def2-TZVPD basis) on a single C5H7PS molecule.

Atoms and positions in Å:
C (-0.2487, -1.1219, 0.3274)
H (-2.0297, 0.0743, 0.0044)
H (1.2379, -2.4469, -0.3029)
S (2.6762, -0.8056, 0.0235)
C (0.9576, -1.3618, -0.5124)
C (2.8887, 0.8881, 0.2521)
C (-0.6105, 1.4752, -0.1694)
C (-0.9858, 0.2360, 0.0720)
H (-1.0043, -1.8536, 0.1172)
P (1.4194, 1.9983, -0.1974)
H (1.5448, 2.5497, 0.9718)
H (-1.3943, 2.3323, -0.3269)
H (-0.0188, -1.1678, 1.4012)
H (0.9092, -1.1707, -1.6458)

Force components x, y, z for each atom (eV/Å):
-0.60 3.05 0.23
-1.22 -0.14 0.13
-0.61 0.88 -0.96
-0.29 2.21 0.22
2.32 -1.80 -0.88
-2.73 -1.51 -0.91
2.09 1.41 0.39
0.26 -1.11 -0.16
-0.17 -0.66 -0.10
-0.57 -1.90 -2.41
-0.11 1.66 2.71
1.85 -1.66 0.19
0.09 -0.15 -0.26
-0.29 -0.29 1.83

## Properties
E = -934.07598 hartree
M = 130.2 g/mol
ΔE to the lowest compared entry with this formula, charge and spin = 428.60 kJ/mol
E_LUMO = -0.187 eV
F_max = 3.25 eV Å⁻¹



ORCA calculation (the ωB97M-V functional and the def2-TZVPD basis) on a 2-piece molecular cluster, C4H15N2O overall.

Atoms and positions in Å:
H (-1.3660, -0.5400, 0.6066)
N (-1.2364, 1.5212, 2.1258)
H (1.7195, 0.4765, -2.5672)
O (0.0846, -3.0846, -0.8124)
H (-2.2332, 1.3756, 2.3158)
H (0.3814, 1.0125, -3.3436)
C (-0.3198, -0.4606, 0.9178)
H (1.3648, 0.8233, 0.2142)
H (-0.5688, -0.2251, -1.7153)
H (-0.1474, -1.4511, 1.2977)
N (-0.0377, 0.5618, -1.3239)
H (-0.6072, -3.6689, -1.1535)
C (0.8759, 1.1464, -2.3847)
H (-0.7744, 1.2195, -1.0715)
H (1.1075, 2.1401, -2.0262)
H (0.6665, 0.8017, 2.4946)
H (-0.5633, -0.1713, 3.1109)
H (-0.9350, 2.4601, 2.3928)
H (1.3878, -0.7513, -0.3894)
H (0.8491, -3.6691, -0.8060)
C (0.6865, 0.0324, -0.1177)
C (-0.3342, 0.4511, 2.2351)

Force components x, y, z for each atom (eV/Å):
0.18 0.18 -0.55
-0.18 0.18 1.58
0.28 0.26 0.88
-0.22 0.02 -0.12
-0.02 -0.17 -0.52
-0.48 1.02 0.02
-0.49 0.48 1.36
-0.41 0.18 0.28
0.26 -0.08 -0.14
0.64 -0.47 -0.16
0.28 -1.27 -0.49
-0.05 0.17 0.06
-0.40 -1.08 -0.18
0.24 0.32 0.08
0.32 0.16 -0.63
-0.04 0.32 -0.47
-0.80 -0.27 -0.15
0.11 0.17 -0.39
-0.44 -0.31 -0.52
0.25 0.00 0.06
-0.08 0.34 0.23
1.06 -0.15 -0.24

## Properties
E = -345.44277 hartree
M = 107.2 g/mol
Net charge = +2
2S+1 = 2
ΔE to the lowest compared entry with this formula, charge and spin = 89.58 kJ/mol
E_LUMO (spin up / spin down) = -6.865 / -12.202 eV
F_max = 1.60 eV Å⁻¹



ORCA calculation (the ωB97M-V functional and the def2-TZVPD basis) on C20H30Cl5N2O3PPbSb2 as an isolated structure.

Atoms and positions in Å:
H (1.5230, 3.0549, -3.9513)
H (5.1706, 0.1444, -1.3099)
C (-3.0447, -3.4195, 4.0891)
H (-3.6259, -0.6903, 0.8852)
H (2.8707, 3.6623, -4.8624)
C (-3.4309, 1.9261, -3.8599)
C (-2.8361, -4.5704, 3.2860)
H (-4.9934, 1.1299, 4.3758)
H (0.5127, -4.3685, 2.8947)
H (-1.4689, -5.8358, 2.1929)
C (-0.5062, -4.0880, 3.1308)
O (2.6764, 2.9564, -1.1203)
H (6.6558, 0.8155, -0.6219)
H (-3.6937, -5.2270, 2.9493)
O (0.1265, 2.4670, -3.3479)
P (3.4645, 1.8413, -1.7885)
H (1.3464, -2.5229, 3.8396)
C (1.1836, -3.1543, 0.7740)
C (-2.3241, -1.2132, 4.8502)
Cl (-0.0697, 4.0953, -5.9165)
H (0.3255, -0.9932, 4.3892)
H (3.3044, -0.4479, 1.0025)
Cl (-2.7525, 3.8093, -7.2951)
Cl (-1.7356, 0.2812, -2.4757)
H (2.8721, 1.1654, -4.1046)
H (-5.3443, 0.2783, 2.8178)
H (-4.0450, -3.2547, 4.4510)
H (0.2639, -3.6215, 0.4722)
H (3.3787, -1.4062, 2.4690)
H (1.8391, -3.7306, 1.5036)
C (5.1321, 2.1764, -1.3491)
C (-3.7016, 2.7577, -4.9414)
H (-4.7702, 2.0187, 2.8732)
H (6.3236, 0.8217, -2.3123)
N (2.5823, 3.2696, -3.9852)
Cl (-4.7087, 1.1898, -2.9716)
C (-1.9955, -2.5195, 4.2656)
H (-1.5297, -0.7737, 5.5073)
H (1.8434, -2.9060, -0.0563)
Pb (0.2710, 2.0212, -0.9663)
C (2.8487, -0.5704, 1.9743)
H (4.3433, 2.1282, -4.0724)
C (-2.0874, 1.6127, -3.5678)
H (5.6444, 2.9102, -1.8939)
H (3.0008, 0.3133, 2.5930)
C (-0.7152, -2.8364, 3.7467)
C (-4.7339, 1.0269, 3.3296)
H (-3.8359, -1.9171, 2.2577)
C (-2.5853, 3.1531, -5.7131)
H (-3.2356, -1.2741, 5.4523)
C (-1.5830, -4.9241, 2.7932)
Sb (-2.5353, 0.3456, 3.1691)
C (3.3214, 2.0467, -3.6467)
C (-1.2806, 3.2016, -5.1949)
Sb (0.8168, -1.1699, 1.6261)
C (-1.0147, 2.4308, -3.9781)
N (5.8848, 0.8990, -1.3542)
H (2.6605, 4.0221, -3.2929)
O (3.2208, 0.3795, -1.4215)
H (-2.3048, -1.7812, 1.4926)
H (5.1679, 2.5952, -0.3571)
Cl (-5.2818, 3.3764, -5.2903)
C (-3.2149, -1.1811, 1.7729)
C (0.4100, -1.9257, 3.7927)

Force components x, y, z for each atom (eV/Å):
0.13 -0.03 -0.30
0.09 -0.14 0.48
0.78 -1.66 -1.42
-0.14 -0.31 0.21
-0.14 0.11 -0.79
0.08 -0.49 -0.44
-1.18 -0.42 -0.35
-0.14 -0.11 0.13
-0.18 -0.06 -0.08
0.11 0.45 0.39
-0.72 -0.07 0.05
-0.91 -0.62 -0.78
-1.32 0.04 -1.10
0.90 0.92 0.84
1.75 -0.18 1.17
-1.95 -1.49 0.08
-0.32 0.87 0.52
1.90 0.87 1.13
0.56 1.67 0.58
1.16 0.54 -0.44
0.33 -0.97 -0.12
0.16 0.23 -0.30
-0.59 0.07 0.22
0.21 0.54 0.32
-0.27 0.17 0.12
0.13 0.27 0.12
-0.08 0.34 0.22
-0.11 -0.32 0.00
-0.24 0.33 -0.14
-1.16 0.52 -0.94
1.21 -0.16 1.44
0.41 0.10 -0.19
-0.14 -0.25 -0.11
-0.16 -0.29 1.37
-1.13 0.36 0.54
0.22 0.17 -0.14
-0.06 -0.24 -0.43
-0.60 -0.48 -0.55
-0.21 -0.23 -0.39
-0.07 -0.28 -0.39
0.51 -1.00 0.42
-0.50 -0.05 0.23
-0.03 0.64 0.52
0.70 0.91 -1.25
-0.32 0.06 -0.11
-1.20 -1.24 0.21
1.61 -0.19 0.12
-0.65 0.21 0.04
0.50 1.15 -0.19
0.05 0.20 -0.29
0.32 0.56 0.61
-1.93 -0.75 0.34
1.34 -0.15 0.51
-1.51 -2.34 2.51
-0.41 -0.19 0.61
-2.01 0.43 -2.09
1.89 -0.39 -1.07
0.35 -0.23 0.19
0.29 1.85 -0.68
-0.73 0.56 -0.09
-0.42 -0.12 0.63
0.63 -0.57 0.00
2.03 -0.13 -0.32
1.20 1.03 -1.39

## Properties
E = -4430.40273 hartree
M = 1005.4 g/mol
Net charge = +2
ΔE to the lowest compared entry with this formula, charge and spin = 279.51 kJ/mol
E_LUMO = -7.301 eV
F_max = 3.75 eV Å⁻¹